Entry 1:
20
Properties=species:S:1:pos:R:3:lowdin_charge:R:1 method="wB97M-V/def2-TZVPD" total_energy_ev=-16165.20397 relative_energy_kcal_mol=55.8 homo_energy_ev=-12.731 total_charge=+1 orbital_gap_ev=7.47
P 0.0638 0.7414 1.3996 1.062
N 0.1703 -1.2143 -0.7201 -0.322
C 0.6360 -0.3556 -1.7547 -0.089
C 0.6868 -0.9956 0.5265 -0.253
C 1.2302 2.1235 1.0867 -0.202
C -1.1195 -1.8513 -1.0034 -0.043
C -1.5604 1.1503 1.5218 -0.153
H -1.2421 -1.8532 -2.0798 0.080
H 0.4485 -1.7315 1.3685 0.128
H -1.9933 2.0357 2.0542 0.057
H 1.7250 -0.8977 0.4300 0.075
H -2.0893 -1.3243 -0.6586 0.113
H -2.3939 0.4895 1.6032 0.010
H 2.1957 1.6467 1.3169 0.064
H 0.1046 0.6206 -1.6928 0.095
H 0.4316 -0.6483 -2.7632 0.087
H 1.1707 2.2935 0.0259 0.047
H -1.0358 -2.9011 -0.6618 0.104
H 0.8406 2.8660 1.7113 0.029
H 1.7307 -0.1944 -1.7102 0.110

Entry 2:
20
Properties=species:S:1:pos:R:3:lowdin_charge:R:1 method="wB97M-V/def2-TZVPD" total_energy_ev=-17718.35959 relative_energy_kcal_mol=66.7 smiles="CCCSN.C=C" homo_energy_ev=-8.183 orbital_gap_ev=9.02
S -0.2599 -0.1141 0.0132 0.738
N 0.4443 -0.4189 1.5742 -0.364
C -1.3469 3.0793 0.5412 -0.125
C -1.7473 1.9147 1.4988 -0.319
C 1.8300 -3.2237 -1.1822 -0.068
C -1.8304 0.6029 0.7497 -0.503
C 2.6224 -4.1578 -1.6597 -0.076
H 1.4323 -0.5322 1.4692 -0.006
H -1.0886 1.9511 2.4671 0.131
H -2.3635 0.7331 -0.0843 -0.001
H -2.2445 -0.1755 1.4472 0.088
H -2.8914 2.1385 1.6550 0.132
H -0.3296 2.9781 0.1838 0.052
H 0.9807 -3.5464 -0.4977 0.081
H -0.0879 -1.2447 2.0158 0.063
H 2.6597 -5.2246 -1.4577 0.049
H 3.5106 -4.0269 -2.1735 0.017
H -1.4697 3.9849 0.9933 0.024
H -2.0274 2.8650 -0.3656 0.102
H 1.9278 -2.2898 -1.4962 -0.015

Entry 3:
20
Properties=species:S:1:pos:R:3:lowdin_charge:R:1 method="wB97M-V/def2-TZVPD" total_energy_ev=-17721.06512 relative_energy_kcal_mol=4.3 smiles=CCC[C@H](S)CN homo_energy_ev=-9.077 orbital_gap_ev=9.95
S 0.9387 1.1814 -0.9966 0.745
N -2.0232 1.7077 -1.6782 -0.044
C 1.2091 -3.2210 0.6410 -0.122
C -0.4209 -0.0888 -1.0379 -0.636
C -1.8037 0.5422 -0.7754 -0.313
C 1.1355 -2.0576 -0.3400 -0.280
C -0.1464 -1.2344 -0.0365 -0.266
H -1.8923 0.8851 0.2851 0.122
H 0.3369 -3.8623 0.4962 0.072
H -1.3544 2.4706 -1.4728 0.039
H 2.0152 -1.4317 -0.2493 0.079
H -0.4496 -0.5743 -2.0358 0.106
H -0.0580 -0.8745 0.9966 0.116
H 1.0338 -2.4694 -1.3536 0.114
H 1.6413 0.6990 0.0180 -0.162
H -2.5916 -0.2054 -0.9482 0.112
H -0.9857 -1.9158 -0.0708 0.107
H 1.2213 -2.9065 1.6637 0.062
H -1.9887 1.4140 -2.6622 0.067
H 2.1283 -3.7904 0.3741 0.083

Entry 4:
20
Properties=species:S:1:pos:R:3:lowdin_charge:R:1 method="wB97M-V/def2-TZVPD" total_energy_ev=-17719.09781 relative_energy_kcal_mol=49.6 smiles=CN[C@H](C)CCS homo_energy_ev=-8.706 orbital_gap_ev=9.67
S 1.3897 -1.9646 -2.2188 0.651
N -1.2551 -0.2356 0.2361 -0.113
C -0.1229 0.6348 0.5011 -0.433
C -1.4944 -1.2712 1.3273 -0.098
C 1.8074 -0.6143 -0.9259 -0.488
C -0.4971 2.0276 0.8111 -0.078
C 0.8251 0.4961 -0.8545 -0.236
H -2.5673 -1.2561 1.3581 0.054
H -0.8910 -1.0987 2.2686 0.086
H -0.1256 2.1358 1.8265 0.072
H 0.3497 -1.3470 -2.7487 -0.190
H 1.1651 1.4934 -1.1300 0.094
H 1.7670 -1.1362 -0.0015 0.038
H 0.1231 0.4667 -1.6800 0.076
H -1.6350 2.2775 0.5592 0.133
H 2.8629 -0.3269 -1.1071 0.075
H 0.4822 0.1694 1.3655 0.134
H 0.0657 2.6259 0.1135 0.049
H -1.0982 -2.2613 0.9327 0.083
H -1.1513 -0.8152 -0.6331 0.094

Entry 5:
22
Properties=species:S:1:pos:R:3:lowdin_charge:R:1 method="wB97M-V/def2-TZVPD" total_energy_ev=-36432.50999 relative_energy_kcal_mol=44.9 homo_energy_ev="-8.753 / -8.338" orbital_gap_ev="7.52 / 6.71"
S -2.3601 -1.6977 -1.2602 0.662
S -0.1739 0.4735 1.3112 0.361
Si 1.6136 -0.0914 0.3108 0.102
N -2.9126 0.6916 -0.0073 -0.185
C 3.1230 0.9290 1.0868 -0.190
C 1.5507 0.0999 -1.5165 -0.231
C -4.2617 0.9471 -0.3920 -0.119
C -2.2481 -0.4671 -0.1912 -0.751
C 1.8755 -1.9368 0.6951 -0.244
H 2.1746 -0.6858 -1.9590 0.033
H -4.9317 1.0934 0.5412 0.112
H 0.9879 -2.4541 0.3342 0.005
H -4.7657 0.1226 -0.8927 0.072
H 1.7467 1.1487 -1.7894 0.035
H 3.9063 0.2930 1.2503 -0.030
H 2.0821 -2.1009 1.7397 0.009
H -2.5591 1.2579 0.8733 0.118
H 3.4146 1.8013 0.4269 0.046
H 0.4769 -0.1434 -1.7631 0.018
H 2.7096 -2.4514 0.0225 0.072
H 2.7983 1.2197 2.0775 0.002
H -4.2469 1.9507 -0.8980 0.102

Entry 6:
20
Properties=species:S:1:pos:R:3:lowdin_charge:R:1 method="wB97M-V/def2-TZVPD" total_energy_ev=-14761.00187 relative_energy_kcal_mol=70.5 smiles="C=C[Si@H](CC)NC" homo_energy_ev=-8.632 orbital_gap_ev=9.68
Si 0.3634 -0.3315 -0.4523 0.689
N 1.9793 -0.4138 0.2304 -0.215
C -1.6645 2.1680 -0.1032 -0.160
C -2.1331 -1.5295 -0.1936 -0.172
C -0.7179 -1.5487 0.4608 -0.361
C -0.5293 1.6471 0.2787 -0.218
C 3.0815 0.3817 -0.2229 -0.189
H -2.1598 3.0385 0.5583 0.098
H 1.9916 -0.4551 1.2217 0.057
H -2.7734 -0.9022 0.4092 0.052
H 2.6641 1.2516 -0.7977 0.091
H 3.9297 -0.0677 -0.6249 0.051
H -2.1177 1.6918 -0.9113 0.000
H 3.4157 0.8021 0.6407 0.039
H -1.9488 -0.9557 -1.1807 0.040
H 0.2580 -0.5033 -1.8566 -0.024
H -2.5335 -2.6069 -0.4920 0.108
H -0.1782 -2.4570 0.4873 0.048
H 0.0594 2.0908 1.1335 0.036
H -0.9865 -1.3005 1.4145 0.029

Entry 7:
19
Properties=species:S:1:pos:R:3:lowdin_charge:R:1 method="wB97M-V/def2-TZVPD" total_energy_ev=-7442.72089 relative_energy_kcal_mol=4.8 homo_energy_ev=-2.224 total_charge=-1 orbital_gap_ev=6.12
O 1.9306 0.9695 0.8839 -0.427
C -0.5920 -1.0483 -1.4294 -0.111
C 2.6114 -0.0433 1.4559 -0.495
C -0.5420 0.0491 -0.3760 -0.512
C -1.4895 -0.3025 0.7608 -0.108
C -0.9025 1.3942 -0.9879 -0.104
H -1.5817 0.5196 1.4764 0.069
H -0.1836 1.6878 -1.7540 0.070
H -0.9373 2.1666 -0.2184 0.070
H -1.8990 1.3408 -1.4520 0.064
H -1.6039 -1.1524 -1.8380 0.062
H 3.0564 0.1950 2.4579 0.024
H -1.1151 -1.1706 1.3043 0.067
H -0.2796 -1.9975 -0.9826 0.068
H 1.9981 -0.9710 1.6688 0.027
H 0.0896 -0.8437 -2.2574 0.066
H -2.5108 -0.4910 0.3985 0.063
H 3.4649 -0.4299 0.8393 0.025
H 0.4861 0.1276 0.0500 0.080

Entry 8:
21
Properties=species:S:1:pos:R:3:mulliken_spin:R:1 method="wB97M-V/def2-TZVPD" total_energy_ev=-11530.35408 s2=0.75 relative_energy_kcal_mol=117.9 homo_energy_ev="-9.952 / -9.933" orbital_gap_ev="7.63 / 7.61" spin_multiplicity=2
O 1.9901 1.0673 -2.2676 0.862
O -1.5028 -1.9065 0.0630 -0.003
O 2.1233 -1.6027 -2.1655 0.010
C -0.2929 0.9218 0.7476 0.018
C -1.5110 -1.2985 1.2497 0.000
C 0.1253 0.6070 -0.7124 -0.006
C -1.5988 0.2470 1.1677 -0.002
C 1.4316 1.3268 -1.0586 0.011
H 1.1491 2.3959 -0.9271 0.040
H -0.2440 2.0086 0.8325 0.000
H -2.2775 -1.6665 1.9457 0.000
H 1.9904 -0.6432 -2.3401 -0.005
H -0.6314 0.8501 -1.4538 0.006
H -2.3909 0.3947 0.4243 0.000
H -0.4360 -1.6376 1.5113 0.000
H 0.2483 -0.4677 -0.7706 -0.002
H -1.9371 0.6953 2.1180 0.000
H 0.5155 0.5173 1.3625 -0.005
H 2.2302 1.1397 -0.3144 0.072
H 1.2263 -1.9510 -2.1384 0.001
H -0.2077 -0.9978 2.7263 0.003

Entry 9:
19
Properties=species:S:1:pos:R:3:mulliken_spin:R:1 method="wB97M-V/def2-TZVPD" total_energy_ev=-5409.46434 s2=0.75 relative_energy_kcal_mol=24.1 homo_energy_ev="1.558 / -7.600" total_charge=-1 orbital_gap_ev="2.66 / 11.98" spin_multiplicity=2
C -0.7759 0.9775 -2.6749 1.057
C -1.1065 -0.3654 -2.0528 -0.551
C 0.7264 -0.2838 3.2451 0.688
C -0.4833 -0.5263 -0.6365 1.362
C 1.5135 0.1394 1.9099 0.486
H 0.2520 0.6004 3.6661 -0.344
H 1.3397 -0.9251 3.8715 -0.103
H 0.2035 1.1293 -3.1533 -0.150
H -0.0368 -0.9514 2.8077 -0.067
H 1.3028 1.2124 1.8989 -0.134
H -1.4124 1.3356 -3.4732 -0.239
H -0.2287 0.4595 -0.2510 0.305
H 1.3542 -0.5600 1.1141 -0.084
H -0.7381 1.7394 -1.8865 -0.460
H 2.6035 0.1268 1.9911 -0.420
H 0.4101 -1.1286 -0.5265 -0.439
H -0.8203 -1.2018 -2.6862 0.067
H -2.1896 -0.4231 -1.9857 -0.348
H -1.3332 -0.8604 -0.0186 0.372

Entry 10:
19
Properties=species:S:1:pos:R:3:mulliken_spin:R:1 method="wB97M-V/def2-TZVPD" total_energy_ev=-5410.00990 s2=0.75 relative_energy_kcal_mol=11.5 homo_energy_ev="1.536 / -7.696" total_charge=-1 orbital_gap_ev="2.69 / 11.86" spin_multiplicity=2
C -1.3429 1.1014 2.2600 0.690
C 0.1951 1.0180 2.2404 0.256
C 0.8190 1.3182 0.8529 0.317
C 0.6877 -1.2024 -2.8648 0.813
C -0.3704 -1.7530 -1.9044 2.688
H -1.7996 0.9444 1.2899 -0.215
H 0.1848 1.9311 0.2246 -0.274
H 0.3610 -1.1974 -3.9078 -0.495
H -1.7434 0.2175 2.7774 -0.207
H 0.4170 -0.0298 2.4315 -0.244
H 1.0658 -0.2140 -2.5973 -0.089
H 0.1771 -2.1775 -1.0622 -0.602
H -1.2219 -1.1150 -1.6992 -0.539
H 1.8211 1.7406 0.9973 -0.191
H -0.7922 -2.6903 -2.3113 -0.843
H -1.7130 1.9724 2.7829 -0.039
H 1.0605 0.3893 0.3402 0.280
H 0.6476 1.6351 3.0137 -0.140
H 1.5467 -1.8887 -2.8639 -0.167

Entry 11:
19
Properties=species:S:1:pos:R:3:mulliken_spin:R:1 method="wB97M-V/def2-TZVPD" total_energy_ev=-5409.49321 s2=0.75 relative_energy_kcal_mol=23.4 homo_energy_ev="1.475 / -7.312" total_charge=-1 orbital_gap_ev="2.69 / 11.56" spin_multiplicity=2
C -0.3511 0.4402 2.8268 0.945
C 0.1043 -0.2644 -1.4506 0.052
C -1.3942 -0.5873 -1.2474 0.832
C 0.7035 1.2208 1.9919 2.459
C 0.8090 -0.8225 -2.6885 0.652
H -0.9865 -0.2875 2.3272 -0.326
H 1.0714 0.3406 1.4361 -0.258
H 0.5885 -0.5173 -0.4889 0.581
H 0.1954 2.0062 1.4524 -0.826
H -1.7064 0.2281 -0.5709 0.195
H -1.4860 -1.5570 -0.7882 -0.608
H 1.8234 -0.3840 -2.6448 -0.298
H 1.5120 1.6187 2.5782 -0.603
H -0.9642 1.0659 3.4628 -0.251
H 0.2107 0.8160 -1.5033 -0.514
H 0.3155 -1.0020 -3.6384 -0.268
H 1.2250 -1.8316 -2.4096 -0.240
H 0.2909 -0.0472 3.5657 -0.245
H -1.9609 -0.4357 -2.2105 -0.280

Entry 12:
19
Properties=species:S:1:pos:R:3:lowdin_charge:R:1 method="wB97M-V/def2-TZVPD" total_energy_ev=-5411.69474 relative_energy_kcal_mol=8.2 smiles=CCC.CC homo_energy_ev=-11.413 orbital_gap_ev=12.50
C 0.4989 -1.3742 -0.7220 -0.302
C 0.1989 2.8701 0.8820 -0.160
C -1.2168 2.6239 0.3145 -0.165
C 1.5252 -2.2691 -0.0043 -0.125
C -0.8656 -2.0944 -0.6813 -0.134
H -0.8142 -3.0061 -1.2771 0.065
H -1.0272 -2.4983 0.3197 0.066
H 2.5178 -1.9880 -0.3740 0.065
H -1.7580 -1.5062 -0.8844 0.061
H 0.2940 -0.4798 -0.1466 0.074
H -1.2580 1.9222 -0.5104 0.054
H 0.6372 1.8896 1.1003 0.050
H 1.5126 -2.1635 1.0770 0.069
H -1.8354 2.2099 1.1130 0.063
H 1.3665 -3.3083 -0.2961 0.067
H -1.6069 3.5543 0.0153 0.038
H 0.8469 3.2134 0.0764 0.058
H 0.8237 -1.1379 -1.7316 0.096
H 0.1602 3.5425 1.7295 0.060